Record 1
ORCA calculation (wB97M-V/def2-TZVPD) on C8H11N in the gas phase in a non-equilibrium geometry.

Its HOMO energy is -7.6708 eV. The calculation puts the LUMO energy at 1.0 eV. Its spin multiplicity is 1. As for the energy: -366.09301 Eh. For the energy above the lowest of the compared OMol25 structures with the same formula, charge and spin, the calculation gives 118.28 kJ/mol. The structure (SMILES) is Cc1ccc2n1[C@@H](C)C2.

Atoms and positions in Å:
C 2.10522 1.75522 0.09072
C 1.34184 0.40744 0.12034
C 1.86760 -0.83637 -0.20944
C 0.90497 -1.87418 -0.28747
C -0.29477 -1.24830 0.02140
N -0.03255 0.08255 0.25523
C -1.52870 0.52583 0.47937
C -2.17999 1.32474 -0.58565
C -1.75999 -1.00422 0.25052
H 1.83660 2.29100 -0.80350
H 1.88070 2.49117 0.92499
H 3.18462 1.83058 0.16803
H 2.87785 -1.11393 -0.47846
H 1.04649 -2.99788 -0.26887
H -1.62956 0.92184 1.46730
H -3.32618 1.24531 -0.52699
H -1.85744 0.83478 -1.50368
H -1.79506 2.46380 -0.57515
H -2.47934 -1.27873 -0.59206
H -2.24794 -1.56678 1.12314

Cartesian forces, eV/Å:
C -1.65 0.95 1.39
C 0.30 -0.92 -0.36
C 0.83 -0.42 -0.27
C -1.53 -1.40 0.97
C 0.65 1.88 0.28
N 0.14 1.96 -0.26
C 2.15 -2.11 -0.50
C -0.06 2.44 -0.52
C -2.91 -2.34 0.84
H -0.12 0.25 -0.52
H -0.54 -1.05 -0.64
H 0.25 -1.35 -0.31
H 0.26 0.66 0.30
H 0.06 1.74 -0.52
H -0.25 -0.03 0.67
H 1.75 0.35 0.09
H -0.20 0.43 -0.39
H -1.15 -2.53 -0.12
H 1.09 0.67 0.70
H 0.92 0.83 -0.84

Charges in e, computed with natural (NBO), in the same order as the atoms: -0.644 0.101 -0.274 -0.329 0.120 -0.330 -0.008 -0.629 -0.420 0.214 0.214 0.238 0.214 0.227 0.205 0.229 0.222 0.218 0.214 0.218



Record 2
ORCA calculation (wB97M-V/def2-TZVPD) on 2 unconnected molecules or ions with the total composition CH5PS in a non-equilibrium geometry.

Its HOMO energy is -8.8552 eV. The calculation puts the LUMO energy at -0.4 eV. Its spin multiplicity is 1. As for the energy: -780.55266 Eh. For the energy above the lowest of the compared OMol25 structures with the same formula, charge and spin, the calculation gives 183.45 kJ/mol. The structure (SMILES) is C=S.P.

Atoms and positions in Å:
C 3.14197 -0.09021 -0.26459
S 1.54537 0.11739 -0.34947
H 3.75680 0.62978 -0.71125
H 3.64958 -0.92469 0.15307
P -2.41888 0.10517 0.11525
H -2.94980 0.91772 1.10758
H -3.20551 -0.94438 0.65128
H -3.51953 0.18921 -0.70188

Cartesian forces, eV/Å:
C -1.69 0.07 -0.24
S 0.52 -0.34 0.26
H 1.05 1.05 -0.54
H 0.13 -0.79 0.52
P 0.27 -0.98 0.31
H -0.23 0.65 0.25
H 0.59 -0.45 0.33
H -0.64 0.78 -0.90

Charges in e, computed with natural (NBO), in the same order as the atoms: -0.450 0.087 0.177 0.184 0.027 -0.011 -0.003 -0.011



Record 3
ORCA calculation (wB97M-V/def2-TZVPD) on a molecular structure, C8H13N in a non-equilibrium geometry.

Its HOMO energy is -8.9757 eV. The calculation puts the LUMO energy at 1.0 eV. Its spin multiplicity is 1. As for the energy: -367.14992 Eh. For the energy above the lowest of the compared OMol25 structures with the same formula, charge and spin, the calculation gives 596.55 kJ/mol.

Atoms and positions in Å:
C -0.19468 -2.67867 -1.07658
C -0.23035 -1.59386 0.12448
C 0.68069 -0.47605 0.16390
C 0.73550 0.71778 1.28062
C 0.76817 0.78045 -0.75122
C -0.63393 1.10981 -0.54929
C -0.98750 2.41904 0.21482
C -0.85812 1.04977 0.97646
H -1.01097 -3.48060 -0.65358
H 0.71326 -3.23051 -1.22928
H -0.35689 -2.38409 -2.07088
H -1.25828 -1.33568 0.37765
H 0.07092 -2.14073 1.10001
H 1.74257 -0.87448 0.04578
H 1.23276 0.83697 2.16778
H 2.44146 1.26909 0.59776
H 1.17343 1.17509 -1.82032
H -1.49202 0.38390 -0.95506
H -1.96494 3.05351 0.14104
H -0.18684 3.25445 0.16688
H -1.76908 0.53826 1.44970
N 1.38485 1.60655 0.29931

Cartesian forces, eV/Å:
C -1.89 -1.27 3.76
C -0.55 -3.23 1.01
C 6.63 0.71 -0.27
C -4.58 -0.53 -3.64
C 0.83 1.76 -2.10
C -6.34 0.53 0.73
C -0.87 1.38 -0.61
C 1.58 2.27 0.25
H 1.88 1.80 -1.67
H 0.86 -0.20 0.87
H -1.19 1.06 -1.10
H -0.12 0.11 -0.59
H -0.43 0.25 -1.55
H -0.84 -0.11 0.62
H 0.51 -0.70 2.70
H -2.80 1.06 -2.10
H -0.76 -2.15 2.12
H 2.11 2.17 -0.11
H 1.28 -2.08 0.01
H -0.97 -2.10 0.61
H 1.75 0.88 -0.78
N 3.90 -1.61 1.85

Charges in e, computed with natural (NBO), in the same order as the atoms: -0.601 -0.432 -0.209 -0.047 -0.101 -0.271 -0.449 -0.266 0.208 0.209 0.210 0.211 0.219 0.194 0.205 0.350 0.226 0.234 0.225 0.253 0.239 -0.608



Record 4
ORCA calculation (wB97M-V/def2-TZVPD) on a molecular structure, C5H7NO4 in a non-equilibrium geometry.

Its HOMO energy is -9.8032 eV. The calculation puts the LUMO energy at 0.4 eV. Its spin multiplicity is 1. As for the energy: -550.27952 Eh. For the energy above the lowest of the compared OMol25 structures with the same formula, charge and spin, the calculation gives 416.19 kJ/mol.

Atoms and positions in Å:
O -1.31458 -1.70718 -1.47344
C -0.18111 -1.74848 -1.05155
C 0.75067 -0.57271 -1.09401
O 0.11458 0.63123 -1.51777
C 0.47103 1.33118 -0.32731
C 1.10559 0.05588 0.29706
N 0.25278 -0.13117 1.43901
C -0.68630 1.53023 0.65482
O -0.88161 2.53905 1.29187
H 0.19687 -2.63978 -0.51004
H 1.63082 -0.82384 -1.70577
H 1.07591 2.23192 -0.47870
H 2.16923 0.09481 0.53925
H 0.45753 -0.92093 2.03920
H -1.04842 -0.41003 1.35232
O -2.07601 0.52388 0.68831
H -2.03699 0.01595 -0.14324

Cartesian forces, eV/Å:
O 0.66 -0.14 0.29
C -0.80 0.17 0.15
C 0.15 -0.23 0.13
O 0.02 0.27 -0.35
C 0.03 -1.61 0.24
C -0.55 0.49 -0.41
N -2.79 -2.81 1.27
C -3.51 3.86 1.82
O 0.74 -2.95 -1.62
H 0.11 -0.02 -0.27
H -0.13 0.08 0.05
H -0.54 -0.02 0.08
H -0.20 -0.13 0.10
H 0.92 0.18 0.27
H 3.52 1.66 -0.91
O 2.61 0.98 -0.71
H -0.25 0.20 -0.13

Charges in e, computed with natural (NBO), in the same order as the atoms: -0.509 0.418 -0.038 -0.488 -0.015 -0.060 -0.930 0.811 -0.504 0.122 0.205 0.229 0.217 0.384 0.474 -0.803 0.487



Record 5
ORCA calculation (wB97M-V/def2-TZVPD) on a molecular structure, C9H17AsF5I2N2O3S in a non-equilibrium geometry.

Its HOMO energy is -5.0614 eV. The calculation puts the LUMO energy at 2.3 eV. Its spin multiplicity is 1. As for the energy: -4416.95842 Eh. Its total charge is -1.

Atoms and positions in Å:
C -2.17783 -3.32200 2.88207
C -1.86513 -2.28254 1.81448
I -3.67987 -1.46400 1.06258
C -0.67115 -1.91312 1.33503
I 0.93733 -3.04203 2.09413
As -0.09031 -0.60834 -0.26760
C -1.33249 -1.42782 -1.61885
N -0.49407 -1.72934 -2.79560
C -1.26491 0.86789 0.46107
C -0.85896 2.34050 0.41952
O -2.06778 3.02537 0.83404
C -0.45865 2.87005 -0.95572
N -0.52054 4.34987 -0.95555
S 1.78176 0.46992 1.09600
O 1.58487 0.41914 2.54140
O 2.09311 1.78482 0.52136
C 3.54467 -0.30399 0.83044
F 3.78119 -1.39844 1.60384
F 4.40540 0.67780 1.23329
C 3.92689 -0.69840 -0.61708
F 3.57647 -1.96161 -0.87187
F 5.24271 -0.60508 -0.80816
F 3.32358 0.07323 -1.52744
H -1.82766 -4.31368 2.55988
H -1.65845 -3.06696 3.81502
H -3.24462 -3.38717 3.08583
H 0.98227 -1.69227 -0.57149
H 0.49108 0.30697 -1.40548
H -2.16630 -0.75619 -1.84950
H -1.70987 -2.37231 -1.22177
H -0.10345 -0.85971 -3.15015
H -1.09147 -2.07719 -3.54124
H -2.17852 0.79439 -0.14535
H -1.52298 0.61988 1.49617
H -0.06596 2.55860 1.14329
H -1.79793 3.92303 1.06233
H -1.12724 2.42447 -1.70886
H 0.55568 2.55672 -1.19039
H -1.32174 4.66230 -1.49223
H 0.29360 4.71458 -1.43706

Cartesian forces, eV/Å:
C 0.22 0.02 -0.11
C 0.51 -0.18 0.13
I -0.06 0.03 -0.06
C -0.93 -0.19 0.42
I 0.08 -0.04 -0.05
As -0.98 -0.51 -1.53
C 0.42 -0.06 -0.08
N -0.38 0.17 -0.11
C 0.14 0.20 0.13
C -0.27 0.01 0.14
O 0.18 -0.06 0.12
C -0.10 -0.01 0.06
N 0.10 -0.12 -0.35
S 0.65 0.33 0.30
O 0.23 0.04 0.02
O -0.11 -0.07 0.08
C 0.30 0.13 0.42
F -0.03 0.45 -0.11
F -0.22 -0.51 -0.15
C -0.47 -0.02 -0.06
F -0.05 -0.10 0.05
F 0.40 0.06 -0.03
F 0.08 0.08 0.09
H -0.02 0.24 0.08
H -0.05 -0.08 -0.20
H 0.05 0.04 -0.02
H -0.04 0.21 0.36
H 0.07 0.07 0.17
H -0.03 -0.02 0.16
H -0.08 0.13 -0.01
H 0.07 -0.07 0.09
H 0.13 -0.09 0.06
H 0.23 -0.10 0.13
H 0.07 0.01 -0.21
H -0.12 -0.02 -0.18
H 0.01 -0.03 -0.18
H 0.05 0.16 0.08
H 0.00 -0.08 0.09
H 0.00 -0.01 0.17
H -0.05 0.01 0.11

Charges in e, computed with natural (NBO), in the same order as the atoms: -0.679 -0.214 0.072 -0.488 0.120 0.975 -0.539 -0.846 -0.723 0.064 -0.749 -0.253 -0.854 1.645 -0.971 -0.999 0.375 -0.328 -0.326 0.908 -0.311 -0.319 -0.310 0.224 0.228 0.217 -0.068 -0.155 0.173 0.201 0.351 0.344 0.226 0.237 0.197 0.475 0.163 0.229 0.351 0.356



Record 6
ORCA calculation (wB97M-V/def2-TZVPD) on 8 unconnected molecules or ions with the total composition H16O8 in a non-equilibrium geometry.

Its HOMO energy is -9.3192 eV. The calculation puts the LUMO energy at 0.3 eV. Its spin multiplicity is 1. As for the energy: -611.37520 Eh. For the energy above the lowest of the compared OMol25 structures with the same formula, charge and spin, the calculation gives 544.57 kJ/mol. The structure (SMILES) is O.O.O.O.O.O.O.O.

Atoms and positions in Å:
O -0.67933 0.54111 0.25681
H -1.36755 0.29989 0.95700
H 0.08187 0.28698 0.82008
O 0.74230 -0.86908 -3.25295
H 1.18760 -1.57472 -2.86105
H 1.51634 -0.28264 -3.57646
O 4.06092 1.78396 1.17057
H 4.83146 2.34100 1.35250
H 4.26944 1.14039 1.77339
O 2.46662 2.77906 1.50944
H 2.02994 1.92203 1.42363
H 1.75275 3.47593 1.79151
O -4.49175 -1.84619 -0.91766
H -4.89081 -1.32986 -1.52792
H -3.94583 -2.47948 -1.39586
O -2.15715 -3.28908 -1.44641
H -1.21013 -3.22336 -1.76774
H -2.55132 -3.68161 -2.23244
O 0.76153 3.11655 -1.24592
H 0.31249 2.29388 -0.99676
H 0.16136 3.77730 -1.29006
O -1.04419 -1.35423 3.68729
H -1.47588 -2.10062 3.44287
H -0.36067 -1.72722 4.32616

Cartesian forces, eV/Å:
O -0.58 -0.90 2.58
H 0.69 0.63 -1.73
H -0.06 0.27 -0.85
O 0.99 3.21 -1.87
H 1.10 -1.91 1.11
H -2.07 -1.30 0.77
O 4.56 -0.55 -2.72
H -0.37 0.55 -0.60
H 0.48 -3.25 2.32
O -5.50 4.72 1.97
H -0.21 0.59 -0.01
H 1.13 -2.07 -0.88
O 1.65 -2.58 2.99
H -1.98 2.57 -3.03
H 0.15 0.35 0.29
O 1.91 -0.27 -1.05
H -1.51 0.21 0.87
H -0.23 -0.25 -0.03
O 3.08 -3.52 0.15
H -0.11 0.44 -0.04
H -3.12 3.02 -0.16
O 3.61 2.50 2.53
H -2.39 -3.50 -1.44
H -1.22 1.03 -1.18

Charges in e, computed with natural (NBO), in the same order as the atoms: -0.942 0.482 0.461 -0.931 0.456 0.475 -0.887 0.464 0.444 -0.921 0.462 0.439 -0.936 0.454 0.475 -0.937 0.482 0.462 -0.945 0.487 0.457 -0.929 0.462 0.468